Entry 1:
Entry from OMol25: a structure of composition C6H10 in a non-equilibrium geometry (ωB97M-V with the def2-TZVPD basis set).

Properties
HOMO: -7.6 eV
F_max: 0.053 hartree/bohr
E: -234.41490 a.u.

The geometry in ORCA input format:
```
! wB97M-V def2-TZVPD RIJCOSX def2/J DEFGRID3
* xyz 0 1
H -0.502 -1.405 -1.359
H 1.672 -0.284 2.393
H 0.508 1.475 -1.105
H 0.527 -1.544 2.228
C -0.087 0.617 -0.741
C 0.005 0.195 1.116
H -2.274 0.610 -0.984
H -1.652 2.028 -0.124
C 0.206 -0.605 -1.565
C -1.504 0.955 -0.282
C 0.986 -0.733 1.700
C -1.368 0.098 0.943
H 0.160 -0.364 -2.633
H 0.479 1.160 0.820
H 1.215 -0.988 -1.387
H 1.628 -1.216 0.981
*
```

Entry 2:
Entry from OMol25: a structure of composition C9H17BaO17 in a non-equilibrium geometry (ωB97M-V with the def2-TZVPD basis set).

Properties
HOMO: 1.4 eV
F_max: 0.086 hartree/bohr
E: -1657.94071 a.u.

The geometry in ORCA input format:
```
! wB97M-V def2-TZVPD RIJCOSX def2/J DEFGRID3
* xyz -3 1
H 0.392 -3.885 3.070
C -2.015 0.338 2.851
H -1.444 -3.704 -4.152
O -0.739 -2.899 1.785
O 2.068 -0.622 -2.450
O 1.162 -3.822 2.475
O -1.070 -0.207 1.964
O 2.204 4.607 -2.488
H -2.161 -2.183 -3.817
C -3.373 0.284 2.197
O -0.893 -1.881 -1.340
H -1.076 -1.192 1.927
O -0.838 4.956 0.275
O -0.904 2.716 0.533
O 1.107 -2.053 0.954
O 1.489 1.987 3.669
H -1.502 -2.430 -0.836
H 1.201 2.597 2.951
H -1.998 -0.122 3.845
H -1.717 1.366 3.066
C 3.280 -0.892 -2.186
H -1.376 4.561 -0.429
C -0.398 3.816 0.902
H -2.505 -3.606 -2.781
O 0.830 3.039 -3.323
H -3.661 -0.749 1.968
C 1.533 3.405 -2.332
O 0.542 3.944 1.708
H -3.428 0.766 1.219
H 3.077 -1.960 -3.590
O 3.869 -1.753 -3.068
O 2.307 -0.157 3.580
Ba 0.306 0.335 -0.488
H -4.188 0.685 2.812
C 1.942 0.895 2.980
H 1.895 4.785 -3.390
H -0.039 -3.479 -2.104
C -1.731 -3.057 -3.317
O 1.689 2.745 -1.290
H 0.230 -2.079 -3.135
C -0.514 -2.588 -2.531
C 0.554 -2.894 1.676
O 2.049 1.064 1.737
O 3.843 -0.679 -1.098
*
```

Entry 3:
Entry from OMol25: a structure of composition C2H2Br6 in a non-equilibrium geometry (ωB97M-V with the def2-TZVPD basis set).

Properties
HOMO: -10.0 eV
F_max: 0.059 hartree/bohr
E: -15521.44385 a.u.

The geometry in ORCA input format:
```
! wB97M-V def2-TZVPD RIJCOSX def2/J DEFGRID3
* xyz 0 1
Br -6.274 -4.211 2.317
Br -10.361 -6.224 -2.242
Br -7.565 -1.395 3.090
C -7.260 -2.609 1.643
Br -8.902 -3.247 0.792
Br -7.174 -6.785 -1.838
H -8.574 -4.991 -0.818
Br -9.054 -6.803 0.551
C -8.864 -6.001 -1.155
H -6.529 -2.297 0.983
*
```

Entry 4:
Entry from OMol25: an isolated molecule of C4H5NO2 (ωB97M-V with the def2-TZVPD basis set).

Properties
HOMO: -10.0 eV
Structure (SMILES): O=CC(=O)N1CC1
F_max: 0.012 hartree/bohr
E: -360.59898 a.u.

The geometry in ORCA input format:
```
! wB97M-V def2-TZVPD RIJCOSX def2/J DEFGRID3
* xyz 0 1
C 1.973 0.391 0.524
H -1.149 0.870 1.037
C 0.937 -0.587 -0.028
H -1.533 1.604 -0.602
H -1.528 -1.446 0.137
O 1.839 1.587 0.521
H -1.990 -0.747 -1.505
O 1.141 -1.779 0.067
H 2.846 -0.127 0.968
C -1.188 0.742 -0.041
C -1.448 -0.625 -0.572
N -0.141 -0.030 -0.673
*
```

> What is the formula in the first record?

C6H10

> Among the records above, which one has the highest HOMO?

C9H17BaO17